Record 1
DFT (ωB97M-V/def2-TZVPD) results for C2H4O2S in the gas phase.

The geometry in XYZ format:
```
9
Properties=species:S:1:pos:R:3:forces:R:3
O 0.4667 -1.3758 1.1925 -0.449 -1.920 0.613
C 0.5800 -0.6425 0.2895 2.002 3.013 0.134
O 1.8199 -0.1865 -0.1811 -0.082 -1.945 0.514
C -0.3002 0.4350 -0.2200 -2.245 2.398 -0.988
S -2.2266 0.3531 0.1347 2.615 -0.121 -0.633
H 1.5528 0.4918 -0.7970 0.753 0.401 -0.505
H 0.0707 1.3556 0.4965 -0.845 -1.940 -2.527
H -0.0583 0.4438 -1.4205 -1.082 0.807 2.981
H -1.9051 -0.8743 0.5054 -0.666 -0.693 0.411
```
Positions in Å, forces in eV/Å.

The calculation puts the electronic energy at -17067.49803 eV. As for the charge: 0. As for the energy relative to the best compared isomer or geometry (same formula, charge and spin): 40.9 kcal/mol. The SMILES is O=C(O)CS.

Record 2
DFT (ωB97M-V/def2-TZVPD) results for a molecular structure, C28H46GaN10O2.

The geometry in XYZ format:
```
87
Properties=species:S:1:pos:R:3:forces:R:3
C 7.0717 -1.2418 1.2696 -4.181 -1.984 3.143
C 6.1227 -1.7474 2.0017 4.174 1.259 -2.512
C 5.1033 -2.4893 2.9893 0.423 0.364 -0.621
C 3.5530 -2.5006 2.4315 0.578 1.320 1.813
C 2.6426 -2.9989 3.6648 0.356 -0.666 0.069
Ga 0.9487 -4.0842 3.0595 1.488 1.214 0.669
C -0.5861 -2.7889 2.9593 -1.539 1.131 0.260
C -1.3591 -2.5185 1.5819 -1.746 0.154 1.089
N -0.9860 -1.1608 1.0024 -0.103 -0.795 -1.285
C -2.1050 -0.1829 1.0624 0.107 1.899 -1.199
C -3.3531 -0.4771 0.0836 -0.485 -1.081 1.051
C -0.3547 -1.2639 -0.3208 0.583 -0.395 -2.885
C 1.2242 -0.8498 -0.4039 -0.864 -0.885 0.687
O -0.8752 -1.6812 -1.4044 1.118 1.418 4.077
N 0.5968 -5.2937 4.6013 -4.821 -5.060 -2.946
C -0.3038 -6.1209 4.1405 -0.864 1.934 2.788
O -1.3661 -6.7878 3.9384 5.295 2.704 0.450
N 1.4621 -5.1898 1.6142 0.685 -0.019 -1.643
C 0.8803 -4.9315 0.2796 0.336 -1.598 -0.977
C -0.4231 -5.8929 0.0371 -0.495 1.776 0.244
H 7.8748 -0.7441 0.6366 -1.753 -1.029 1.294
H 5.1717 -1.9327 4.0043 -0.383 -0.857 -1.948
H 5.4433 -3.5784 3.2251 -0.390 1.874 -0.822
H 3.4353 -3.1046 1.4645 0.309 0.778 1.429
H 3.2984 -1.3813 2.2615 0.382 -2.024 -0.202
H 2.2264 -2.1505 4.3274 1.106 -1.090 -1.102
H 3.3101 -3.6899 4.3275 -1.194 1.165 -0.939
H -0.2211 -1.7473 3.3394 -0.533 -1.755 -0.722
H -1.3903 -3.1035 3.7451 1.349 0.375 -1.318
H -1.3487 -3.3642 0.8108 0.311 1.290 1.031
H -2.4876 -2.3965 1.8659 1.822 -0.384 -0.632
H -2.4226 -0.0116 2.1609 0.492 -0.673 -1.792
H -1.6623 0.8456 0.7144 -0.782 -1.857 0.814
H -3.1906 -0.1712 -1.0118 -0.156 -0.349 1.819
H -4.2891 0.0133 0.5495 1.395 -0.519 -1.017
H -3.5645 -1.6227 0.1169 0.340 1.970 -0.253
H 1.4020 0.1645 0.0995 -0.251 -1.527 -0.772
H 1.5866 -0.8987 -1.4902 -0.678 0.296 1.656
H 1.7826 -1.6746 0.1955 -0.841 1.490 -0.829
H 2.4969 -5.2755 1.5078 -1.303 0.151 0.328
H 0.6692 -3.8231 0.0748 -0.117 -1.451 0.132
H 1.6468 -5.2658 -0.5356 -1.196 0.714 1.198
H -1.1054 -5.8132 0.9783 1.257 -0.434 -1.513
H -0.1399 -6.9817 -0.1812 -0.373 1.709 0.424
H -1.0536 -5.4251 -0.8238 1.032 -1.050 1.159
C -0.0259 3.4392 -1.5710 0.079 0.243 -0.099
C -0.0149 2.9425 -0.1921 -0.054 0.051 0.100
N -0.0070 2.5517 0.8926 0.090 0.296 -0.516
H -0.7109 4.2822 -1.6899 -0.012 -0.174 0.290
H 0.9634 3.7791 -1.8848 -0.069 -0.211 0.288
H -0.3400 2.6654 -2.2746 0.083 -0.021 0.306
C -3.3908 1.6408 -4.3451 -0.025 -0.258 -0.192
C -3.1727 2.6723 -3.3257 -0.009 0.115 0.151
N -3.0006 3.4814 -2.5232 -0.224 -0.428 -0.537
H -2.9680 1.9328 -5.3100 0.007 0.146 0.202
H -2.9282 0.6914 -4.0618 0.015 0.202 0.173
H -4.4553 1.4490 -4.5019 0.093 0.173 0.179
C 0.1877 3.3201 -6.1837 -0.192 -0.009 -0.257
C 1.0049 3.2060 -4.9714 0.147 -0.038 0.133
N 1.6469 3.1163 -4.0189 -0.268 0.059 -0.764
H -0.7858 3.7704 -5.9717 0.179 -0.002 0.191
H 0.6747 3.9411 -6.9399 0.096 -0.060 0.231
H 0.0020 2.3428 -6.6369 0.183 0.015 0.208
C 2.9003 2.0867 2.9407 -0.100 0.163 -0.200
C 3.4317 0.9029 3.6244 0.114 -0.094 0.157
N 3.8495 -0.0280 4.1604 -0.255 1.017 -0.059
H 2.1834 1.8138 2.1618 0.053 -0.131 0.179
H 2.3852 2.7549 3.6355 0.069 -0.234 0.045
H 3.6949 2.6654 2.4624 0.062 -0.226 0.129
C -3.9911 6.7505 -1.5341 0.036 -0.203 -0.021
C -5.1243 7.6555 -1.7554 -0.133 0.125 -0.060
N -6.0150 8.3665 -1.9293 0.468 -0.383 0.097
H -4.1932 5.7489 -1.9224 -0.120 0.181 -0.018
H -3.0847 7.1118 -2.0265 -0.198 0.110 0.060
H -3.7612 6.6447 -0.4725 -0.149 0.190 -0.207
C -3.1440 5.4285 2.8264 -0.170 -0.157 0.239
C -2.4104 6.0568 1.7231 0.180 0.039 -0.077
N -1.8341 6.5505 0.8556 -0.274 -0.277 0.543
H -3.4128 4.3949 2.5933 0.167 0.142 -0.170
H -2.5512 5.4104 3.7445 0.095 0.085 -0.239
H -4.0711 5.9629 3.0491 0.164 0.085 -0.192
C 0.9792 -2.5478 -3.9152 -0.149 -0.116 0.111
C 1.7072 -1.9161 -5.0213 0.128 0.033 -0.148
N 2.2787 -1.4200 -5.8913 -0.359 -0.225 0.435
H 0.7045 -3.5792 -4.1507 0.143 0.140 -0.150
H 1.5777 -2.5729 -3.0012 0.013 0.084 -0.205
H 0.0559 -2.0118 -3.6821 0.204 0.045 -0.031
```
Positions in Å, forces in eV/Å.

The calculation puts the electronic energy at -101147.88552 eV. As for the charge: -1. As for the energy relative to the best compared isomer or geometry (same formula, charge and spin): 117.3 kcal/mol.

Record 3
DFT (ωB97M-V/def2-TZVPD) results for 3 unconnected molecules or ions with the total composition C3H11NO3.

The geometry in XYZ format:
```
18
Properties=species:S:1:pos:R:3:forces:R:3
C 1.6212 -0.3098 2.2787 0.725 -0.347 -0.355
C 1.4127 -0.0856 0.7717 -0.154 0.575 0.893
C 0.1507 -0.6575 0.1966 -0.676 -0.227 -0.310
N -0.2692 -1.8725 0.6310 0.127 -0.389 0.187
O -0.5211 -0.0307 -0.6080 0.005 0.044 -0.160
H 2.6641 -0.0952 2.4998 0.074 0.281 0.145
H 1.0063 0.3277 2.9032 -0.243 -0.049 -0.005
H 1.5177 -1.3517 2.5774 -0.305 -0.044 0.031
H 2.2979 -0.4098 0.2308 -0.083 -0.164 -0.249
H 1.2870 0.9877 0.6140 0.290 -0.088 -0.201
H 0.3002 -2.4864 1.1866 0.021 0.178 0.038
H -1.1394 -2.2470 0.2857 0.139 0.150 -0.115
O -1.6619 4.4383 -1.6586 0.400 0.113 0.357
H -1.4777 3.4975 -1.5461 -0.041 0.089 -0.020
H -1.0306 4.8817 -1.0668 -0.355 -0.243 -0.332
O -2.3427 -1.8018 -3.1129 0.269 0.150 0.125
H -1.8904 -1.3759 -3.8515 -0.111 -0.085 0.114
H -1.9249 -1.4091 -2.3315 -0.082 0.054 -0.142
```
Positions in Å, forces in eV/Å.

The calculation puts the electronic energy at -10922.53738 eV. As for the charge: 0. As for the energy relative to the best compared isomer or geometry (same formula, charge and spin): 10.8 kcal/mol. The SMILES is CCC(N)=O.O.O.